C32H37BF6N2NiO7Si | the ωB97M-V functional and the def2-TZVPD basis

```
87
Properties=species:S:1:pos:R:3:forces:R:3
C 4.46956 0.89500 -1.05049 0.92 0.10 -0.44
H -3.66492 -1.89961 -2.07159 0.15 -0.06 -0.21
C -4.73953 -0.11437 -2.72159 -0.40 -0.42 0.47
C -1.11941 -2.66882 -5.04156 -1.73 -0.33 0.72
N -3.70892 0.45145 0.79295 0.95 0.25 1.40
C 0.90434 1.92285 -0.34495 0.34 0.10 -0.25
C -0.76370 -2.80697 -2.66600 -0.31 -0.95 -0.53
H -5.68839 2.05754 2.67737 -0.14 0.00 0.08
H -1.60890 0.10896 -5.31860 -0.19 0.23 -0.22
C -1.87375 -0.72425 5.72500 -1.00 -0.07 0.11
H 0.00929 1.06596 7.49573 0.14 -0.27 -0.01
O -1.01196 1.35085 3.85673 0.52 -0.80 0.63
H -1.04700 2.22754 6.66715 -0.18 0.00 0.12
H 0.79682 -1.45897 4.09893 0.17 -0.05 -0.24
F 4.63612 -0.23807 -5.25035 -0.59 0.16 -0.13
C 2.11377 1.33522 -0.98300 0.15 -0.23 0.08
C -0.39598 1.17359 2.59468 -1.10 0.95 -0.91
H 3.50035 1.92937 0.52981 -0.07 0.16 0.12
H -0.33177 0.11968 2.32781 0.24 -0.21 0.29
B -1.85559 -0.87597 -3.62143 -0.26 0.59 0.62
O -2.27594 -0.07973 -4.65613 0.10 -0.39 -0.12
C 1.04011 -0.63187 4.75972 -0.75 0.54 0.00
H -2.80623 -0.17309 5.80887 -0.08 0.18 -0.08
C -3.54532 -0.38652 1.93054 -0.51 0.00 0.29
H -1.18466 -3.74459 -5.15366 0.53 -0.20 -0.18
H -2.02880 -1.56509 5.05378 0.23 0.07 -0.35
H -1.72673 -2.23272 -5.82384 0.05 0.19 -0.18
H 1.83427 -0.00330 4.36566 0.22 -0.15 -0.17
H -2.19867 2.16364 2.03286 -0.29 -0.23 -0.02
H 5.98420 2.09572 -0.11262 -0.10 0.27 -0.36
C -4.81432 -0.88078 2.55651 0.01 -0.25 -0.64
H -3.98846 1.79983 3.18707 -0.17 -0.28 0.21
C -0.17082 1.59276 6.56653 -0.45 0.86 -0.39
F 6.34965 0.65053 -3.38128 0.17 0.24 -0.12
H -5.78578 -0.22203 -2.45309 -0.21 -0.17 -0.15
C 3.36244 1.43360 -0.41691 -0.11 0.14 0.02
H -4.53224 -1.07179 -0.83371 -0.01 0.02 0.30
H -1.64906 -1.10507 6.71762 0.41 0.11 0.13
H -4.60551 -0.46220 -3.74122 0.20 0.19 -0.17
C 3.06998 0.14295 -2.84681 -0.07 0.21 0.19
C 5.51092 -0.34656 -3.02899 -0.43 0.57 -0.06
C -1.39891 1.20843 0.26415 -1.21 0.33 0.88
H -0.77282 2.89831 1.42133 -0.17 0.17 -0.31
H -0.53287 -3.84607 -2.88927 -0.01 -0.18 0.09
F -4.46195 1.22472 -2.61729 0.27 0.30 -0.25
C 0.63491 0.64128 -2.79843 0.85 0.14 -0.52
C -4.32986 1.73899 1.03764 -0.41 -0.37 0.03
H 6.45191 -1.70704 1.65897 0.34 -0.46 -0.20
H -0.03906 -2.35838 -5.17426 0.15 -0.23 0.11
F 6.28237 -1.53920 -4.87275 0.22 -0.17 -0.08
H 6.29637 0.72945 1.77395 0.07 0.24 0.35
N -1.66993 -2.30927 -3.72033 2.20 1.38 -0.74
H -5.33693 -1.43554 1.77806 -0.19 -0.02 -0.07
H 5.63187 -1.71398 -0.05268 1.55 -0.50 -0.73
O -4.54728 2.43428 0.10587 0.01 0.74 -1.03
C 5.16176 -1.07116 -4.35483 1.26 -0.16 0.02
O 1.01463 2.91634 0.32800 0.12 0.20 0.45
H 0.59719 1.63428 2.65586 0.20 -0.14 0.02
Ni 1.20223 -1.12063 -5.48001 -0.13 0.81 0.58
C 1.98367 0.69123 -2.20109 -0.68 -0.10 -0.30
C -0.49023 0.58390 -1.87726 -0.24 0.25 0.44
H -4.57760 -1.58429 3.34133 0.00 0.13 0.36
H 0.64827 2.24458 6.27044 0.28 -0.11 0.08
H -1.23500 -2.78969 -1.69392 -0.02 0.25 0.22
C -4.64626 2.22219 2.43231 0.49 -0.19 0.11
Si -0.46900 0.38726 5.14223 0.72 -0.79 0.45
O 0.49676 0.64916 -4.03012 0.02 -1.44 -0.43
C 6.03846 -1.20768 0.80053 -2.27 0.74 1.07
C 4.32833 0.23527 -2.27401 -0.27 -0.32 -0.28
H 6.63555 0.70701 -0.98163 0.15 0.18 -0.30
F 4.34446 -2.11097 -4.16078 -0.53 -0.07 0.01
H 0.19787 -2.28244 -2.65719 0.03 0.20 0.16
C -1.25920 1.94281 1.55273 0.53 0.12 1.03
C -2.65731 -0.15989 -1.30567 -0.88 0.00 1.24
O 4.74767 -0.55902 1.17976 -0.55 0.16 1.39
C 5.80654 1.06140 -0.39353 -0.10 -0.18 1.31
H -4.44916 3.28679 2.42211 -0.20 0.23 -0.10
H 2.90816 -0.34332 -3.79553 0.02 0.04 -0.04
C 5.82883 0.25698 0.92983 0.92 -0.68 -1.93
C -3.89875 -0.90751 -1.69334 -0.55 0.19 0.19
C -1.63219 -0.11839 -2.21321 0.33 -0.38 -1.14
F 6.22266 -1.21646 -2.29570 -0.02 -0.38 0.24
H 1.36378 -1.05562 5.70735 0.11 -0.04 0.15
O -2.46675 -0.74243 2.34029 0.50 -0.18 -0.28
C -0.38302 1.22965 -0.62914 1.45 -0.25 -1.43
H -5.47348 -0.08199 2.86862 -0.09 0.00 0.19
C -2.55621 0.51198 -0.07693 -0.67 -0.54 -0.89
```
Positions in Å, forces in eV/Å.

- DFT total energy: -4299.0258 a.u.
- LUMO (alpha / beta): -6.9 / -10.3 eV
- Total charge: +2
- Spin multiplicity: 3
- Expectation value of S²: 2.0116
- Gap between HOMO and LUMO (alpha / beta): 7.4 / 4.0 eV
- E_HOMO (alpha / beta): -14.33 / -14.33 eV
- Maximum force: 0.05257 Eh/bohr